1) The following is a quantum chemistry calculation of a 2-piece molecular cluster, CH3NO2S2 overall, from OMol25.

## Properties
HOMO   -9.2048 eV
Molecular weight   125.17 g/mol

Structure (ORCA input):
```
! wB97M-V def2-TZVPD RIJCOSX def2/J DEFGRID3
* xyz 0 1
C 0.912 0.841 0.059
N 1.321 -0.428 0.093
O -0.222 1.272 0.363
O -1.337 -1.445 -0.098
S -3.460 0.248 -0.701
S -1.985 -0.277 0.409
H 1.693 1.563 -0.311
H 0.807 -1.278 0.459
H 2.269 -0.497 -0.272
*
```

Atom charges from the Löwdin analysis, given in e for atoms 1 to 5: -0.3700, 0.1259, -0.1607, -0.5904, 0.2036

2) The following is a quantum chemistry calculation of a 2-piece molecular cluster, CH3NO2S2 overall, from OMol25.

## Properties
HOMO   -8.6287 eV
Molecular weight   125.17 g/mol

Structure (ORCA input):
```
! wB97M-V def2-TZVPD RIJCOSX def2/J DEFGRID3
* xyz 0 1
C 1.103 0.749 -1.047
N -0.313 -1.801 0.981
O -1.588 -1.468 0.473
O 0.282 -0.821 1.161
S -0.318 1.675 -1.056
S 2.147 0.914 0.244
H -2.087 -2.283 0.534
H -0.854 1.055 -2.149
H 1.627 1.979 0.859
*
```

Atom charges from the Löwdin analysis, given in e for atoms 1 to 5: -1.0128, -0.0555, -0.0244, -0.0789, 0.6489

Energetically preferred structure: 1) | next structure: +4.486 eV

1) The following is a quantum chemistry calculation of a 2-piece molecular cluster, C5H6IN overall, from OMol25.

## Properties
HOMO (alpha / beta)   -7.7799 / -6.5077 eV
Molecular weight   207.01 g/mol

Structure (ORCA input):
```
! wB97M-V def2-TZVPD RIJCOSX def2/J DEFGRID3
* xyz 0 1
C -0.593 1.227 0.273
C 0.426 0.622 0.641
C 0.635 -2.494 -0.373
C -1.449 2.241 -0.394
C 1.550 -0.066 1.002
N -0.269 -2.976 0.226
I 3.267 0.110 -0.214
H 1.220 -1.960 -1.073
H -2.259 1.665 -0.696
H -0.888 2.716 -1.238
H -1.762 3.086 0.316
H 1.346 -0.967 1.584
H -1.224 -3.205 -0.054
*
```

Atom charges from the Löwdin analysis, given in e for atoms 1 to 5: -0.0454, -0.2462, -0.0873, -0.1003, -0.6549

2) The following is a quantum chemistry calculation of a single C5H6IN molecule, from OMol25.

## Properties
HOMO (alpha / beta)   -7.8859 / -7.8854 eV
Molecular weight   207.01 g/mol

Structure (ORCA input):
```
! wB97M-V def2-TZVPD RIJCOSX def2/J DEFGRID3
* xyz 0 1
C 0.363 0.137 -0.910
C -1.967 0.133 -1.336
C 0.227 -0.365 0.267
C -2.133 -0.383 -0.149
C 0.515 -0.759 1.602
N -0.677 0.588 -1.753
I -3.759 -0.712 0.968
H 1.451 0.358 -1.302
H -2.662 0.074 -2.181
H -0.475 -0.515 2.100
H 0.683 -1.856 1.731
H 1.370 -0.289 2.125
H -0.489 0.407 -2.778
*
```

Atom charges from the Löwdin analysis, given in e for atoms 1 to 5: -0.2110, -0.3382, -0.0657, -0.7252, -0.1192

Energetically preferred structure: 2) | next structure: +1.788 eV

1) The following is a quantum chemistry calculation of a 2-piece molecular cluster, C4H12O2S overall, from OMol25.

## Properties
HOMO   -8.5661 eV
Molecular weight   124.20 g/mol
SMILES   COCCSC.O

Structure (ORCA input):
```
! wB97M-V def2-TZVPD RIJCOSX def2/J DEFGRID3
* xyz 0 1
C 1.919 0.446 0.286
O 0.888 -0.537 0.482
C 0.583 -1.363 -0.599
C -0.270 -0.643 -1.561
S -1.849 -0.186 -0.810
C -1.559 1.565 -0.675
H 1.549 1.178 -0.451
H 2.859 0.009 -0.091
H 2.131 0.974 1.231
H 1.458 -1.685 -1.197
H 0.059 -2.275 -0.252
H 0.270 0.260 -1.905
H -0.434 -1.293 -2.442
H -0.570 1.705 -0.208
H -2.308 2.121 -0.087
H -1.529 1.986 -1.694
O -0.791 -0.813 3.610
H -0.651 -0.786 2.636
H -1.756 -0.660 3.727
*
```

Atom charges from the Löwdin analysis, given in e for atoms 1 to 5: -0.0813, -0.2234, -0.3496, -0.5004, 0.8115

2) The following is a quantum chemistry calculation of a 2-piece molecular cluster, C4H12O2S overall, from OMol25.

## Properties
HOMO   -8.7041 eV
Molecular weight   124.20 g/mol
SMILES   OCCCCS.O

Structure (ORCA input):
```
! wB97M-V def2-TZVPD RIJCOSX def2/J DEFGRID3
* xyz 0 1
O -0.779 -0.763 1.988
C 0.078 -0.678 0.834
C -0.807 -1.221 -0.511
C -1.742 -0.089 -0.978
C -2.549 0.665 -0.064
S -3.479 1.820 -1.136
H -0.320 -0.454 2.811
H 1.003 -1.367 0.886
H 0.097 0.496 0.602
H 0.041 -1.177 -1.229
H -1.287 -2.281 -0.515
H -1.171 0.532 -1.537
H -2.259 -0.517 -1.836
H -2.180 1.420 0.805
H -3.375 0.220 0.474
H -2.367 2.152 -2.052
O 6.801 0.222 0.813
H 7.402 1.037 0.775
H 6.892 -0.017 -0.129
*
```

Atom charges from the Löwdin analysis, given in e for atoms 1 to 5: -0.1409, -0.2145, -0.1416, -0.4156, -0.5992

Energetically preferred structure: 1) | next structure: +1.852 eV

1) The following is a quantum chemistry calculation of a 2-piece molecular cluster, C3H3I2N overall, from OMol25.

## Properties
HOMO (alpha / beta)   -9.2062 / -9.2061 eV
Molecular weight   306.87 g/mol

Structure (ORCA input):
```
! wB97M-V def2-TZVPD RIJCOSX def2/J DEFGRID3
* xyz 0 1
C -1.238 1.045 0.112
C 0.559 -0.600 1.272
C -1.576 -0.062 0.889
N -0.917 1.930 -0.538
I 1.650 -1.768 -0.123
I -2.751 -1.701 0.168
H 0.985 0.436 1.440
H 0.232 -1.270 2.023
H -1.991 0.322 1.819
*
```

Atom charges from the Löwdin analysis, given in e for atoms 1 to 5: -0.4481, -0.5642, -0.6822, 0.1555, 0.7332

2) The following is a quantum chemistry calculation of C3H3I2N as an isolated structure, from OMol25.

## Properties
HOMO   -8.7294 eV
Molecular weight   306.87 g/mol

Structure (ORCA input):
```
! wB97M-V def2-TZVPD RIJCOSX def2/J DEFGRID3
* xyz 0 1
C 1.960 -0.396 0.895
C 1.159 -0.140 0.058
C -0.068 0.045 -0.694
N -1.164 0.613 0.181
I -2.786 1.030 -1.095
I -1.583 -0.435 1.831
H 2.829 -0.511 1.432
H -0.486 -0.881 -1.010
H 0.138 0.676 -1.600
*
```

Atom charges from the Löwdin analysis, given in e for atoms 1 to 5: 0.1094, -0.1848, -0.4762, -1.1135, 0.6997

Energetically preferred structure: 1) | next structure: +0.659 eV